1.
74
Properties=species:S:1:pos:R:3 method="wB97M-V/def2-TZVPD" spin_multiplicity=6 homo_lumo_gap_ev="7.60 / 5.38" lumo_energy_ha="-0.10210 / -0.18449" total_energy_ev=-70958.0375 charge=+1 homo_ha="-0.382 / -0.382" s2=8.7984
Ru 0.098 0.187 0.023
C 1.634 3.238 0.432
C 1.854 2.826 -1.026
N 1.892 1.373 -1.188
C 3.172 0.700 -0.936
C 3.563 0.590 0.534
S 2.253 -0.093 1.623
C 1.970 1.292 2.784
C 0.764 2.188 2.486
N 0.572 2.440 1.053
H 2.550 3.098 0.998
H 1.401 4.305 0.463
H 1.024 3.200 -1.627
H 2.773 3.297 -1.392
H 1.612 1.140 -2.133
H 3.072 -0.306 -1.336
H 3.991 1.204 -1.463
H 4.400 -0.103 0.607
H 3.881 1.540 0.955
H 1.820 0.819 3.753
H 2.903 1.850 2.833
H -0.134 1.692 2.845
H 0.895 3.120 3.049
H -0.316 2.915 0.936
O -5.186 -0.399 0.935
C -4.762 0.052 2.122
C -5.721 0.579 2.991
C -5.360 1.048 4.235
C -4.031 1.004 4.656
C -3.072 0.510 3.801
C -3.409 0.034 2.528
C -2.314 -0.376 1.632
O -1.116 -0.081 1.932
N -2.650 -1.064 0.528
N -1.624 -1.310 -0.289
C -1.865 -2.117 -1.280
C -0.954 -2.478 -2.302
C -1.425 -3.314 -3.337
C -0.610 -3.727 -4.354
C 0.744 -3.324 -4.381
C 1.246 -2.527 -3.398
C 0.430 -2.059 -2.318
O 0.955 -1.313 -1.432
H -4.413 -0.807 0.480
H -6.750 0.597 2.657
H -6.120 1.449 4.893
H -3.758 1.355 5.642
H -2.034 0.462 4.101
H -2.860 -2.563 -1.327
H -2.461 -3.629 -3.317
H -0.994 -4.373 -5.132
H 1.387 -3.653 -5.187
H 2.285 -2.221 -3.397
S -4.764 2.737 -4.281
C -3.472 2.158 -3.188
C -2.362 1.494 -3.696
C -1.367 1.098 -2.822
N -1.419 1.332 -1.508
C -2.506 1.935 -1.020
C -3.554 2.360 -1.817
C -4.066 4.372 -4.567
C -3.221 4.586 -5.643
C -2.701 5.864 -5.815
N -2.979 6.877 -5.003
C -3.806 6.661 -3.987
C -4.382 5.424 -3.723
H -2.277 1.283 -4.753
H -0.496 0.564 -3.187
H -2.547 2.067 0.057
H -4.420 2.834 -1.375
H -2.978 3.789 -6.332
H -2.035 6.083 -6.642
H -4.021 7.517 -3.356
H -5.061 5.292 -2.892

2.
29
Properties=species:S:1:pos:R:3 method="wB97M-V/def2-TZVPD" homo_lumo_gap_ev=4.23 lumo_energy_ha=-0.06659 total_energy_ev=-74267.1586 charge=0 homo_ha=-0.222
Cl -3.455 1.047 -0.415
C -2.353 0.104 0.480
C -1.951 -1.140 0.085
Cl -2.620 -1.922 -1.276
C -0.873 -1.890 0.802
O -0.523 -3.026 0.483
C -0.252 -1.172 1.953
Cl 1.291 -1.766 2.427
C -0.715 0.033 2.392
Cl -0.120 0.770 3.823
C -1.887 0.712 1.758
O -2.483 1.652 2.291
C -1.934 -4.820 3.426
Na -4.180 -2.545 7.293
C -0.825 -3.949 3.531
C -1.280 -2.678 3.975
C -2.703 -2.751 4.172
C -3.096 -4.116 3.897
C -4.399 -4.530 4.179
C -5.333 -3.583 4.584
C -4.997 -2.223 4.677
C -3.664 -1.813 4.571
H -1.944 -5.862 3.111
H 0.198 -4.228 3.300
H -0.694 -1.823 4.297
H -4.645 -5.590 4.080
H -6.368 -3.888 4.749
H -5.795 -1.488 4.806
H -3.387 -0.760 4.637

3.
76
Properties=species:S:1:pos:R:3 method="wB97M-V/def2-TZVPD" homo_lumo_gap_ev=2.68 lumo_energy_ha=-0.04432 total_energy_ev=-35220.5383 charge=0 homo_ha=-0.143
C 4.951 -4.796 0.647
C 5.975 -3.717 1.032
C 5.838 -2.411 0.227
C 5.163 -1.298 1.027
C 4.971 0.008 0.247
C 6.089 1.024 0.480
C 5.831 2.474 0.025
C 4.394 2.991 0.159
C 3.941 3.147 1.627
C 2.685 2.352 2.015
C 2.718 1.836 3.450
C 1.413 1.188 3.899
C 0.993 0.000 3.026
N 0.219 -0.933 3.778
C -0.135 -2.053 3.046
O -1.612 -2.293 2.978
C -2.278 -1.107 2.825
O -3.432 -1.391 2.001
C -4.201 -0.246 1.756
C -4.523 -0.284 0.282
O -5.314 -1.400 -0.100
H 5.395 -5.554 -0.001
H 4.104 -4.364 0.110
H 4.551 -5.313 1.520
H 5.868 -3.483 2.095
H 6.984 -4.114 0.906
H 6.825 -2.080 -0.109
H 5.232 -2.607 -0.663
H 5.741 -1.103 1.936
H 4.187 -1.663 1.363
H 4.010 0.433 0.529
H 4.909 -0.227 -0.823
H 6.371 1.013 1.537
H 6.976 0.670 -0.058
H 6.180 2.622 -1.001
H 6.454 3.123 0.650
H 3.700 2.338 -0.377
H 4.348 3.956 -0.354
H 3.756 4.205 1.829
H 4.767 2.850 2.283
H 1.792 2.975 1.886
H 2.560 1.501 1.343
H 2.990 2.664 4.118
H 3.518 1.088 3.538
H 1.524 0.797 4.913
H 0.619 1.944 3.925
H 1.930 -0.443 2.606
H 0.444 0.408 2.130
H 0.214 -3.019 3.453
H 0.192 -2.004 1.978
H -1.666 -0.358 2.300
H -2.630 -0.682 3.775
H -5.122 -0.246 2.354
H -3.650 0.679 1.973
H -3.562 -0.298 -0.251
H -5.078 0.612 -0.026
H -4.786 -2.189 0.111
C -8.951 -0.142 -5.819
C -8.035 1.060 -5.704
N -6.952 0.842 -4.730
C -7.065 0.235 -3.497
C -5.842 0.284 -2.918
N -5.002 0.919 -3.800
C -5.696 1.248 -4.884
C -3.579 1.188 -3.570
H -9.500 -0.326 -4.897
H -9.683 0.045 -6.603
H -8.391 -1.041 -6.075
H -8.585 1.951 -5.401
H -7.556 1.271 -6.659
H -7.994 -0.172 -3.143
H -5.500 -0.091 -1.966
H -5.307 1.762 -5.746
H -3.403 2.260 -3.568
H -2.984 0.711 -4.344
H -3.309 0.776 -2.603

4.
91
Properties=species:S:1:pos:R:3 method="wB97M-V/def2-TZVPD" homo_lumo_gap_ev=6.17 lumo_energy_ha=-0.08046 smiles="C=Cc1c(CCCOC)c([PH2]=N)c(P(O)(O)=S)c2c1C(=O)C([C@H](C)F)=C(B(O)CC)C2=O.COCCOC.COCCOC" total_energy_ev=-84547.1436 charge=0 homo_ha=-0.307
C -4.056 1.707 -1.365
C -3.467 0.563 -0.614
C -2.046 0.609 0.229
C -2.091 0.737 1.865
C -3.557 0.833 2.636
C -4.123 -0.606 3.181
C -3.053 -1.846 3.117
O -3.461 -2.998 3.989
C -2.176 -3.452 4.614
C -0.687 0.804 2.760
P -0.943 0.931 4.671
N -0.966 2.459 5.221
C 0.832 0.745 2.083
P 2.462 0.850 3.073
O 3.717 1.809 2.259
O 2.318 1.526 4.671
S 3.060 -1.025 3.331
C 0.839 0.581 0.418
C -0.570 0.534 -0.481
C -0.449 0.417 -2.143
O -1.353 -0.178 -2.926
C 0.924 1.043 -2.865
C 0.784 1.596 -4.402
C 1.551 0.693 -5.538
F 1.170 3.028 -4.560
C 2.175 1.039 -2.040
B 3.597 1.587 -2.670
O 3.994 3.013 -2.556
C 4.523 0.440 -3.470
C 3.978 -1.101 -3.232
C 2.231 0.450 -0.476
O 3.364 -0.122 -0.060
H -4.602 2.588 -0.815
H -3.903 1.699 -2.542
H -4.017 -0.490 -0.635
H -3.517 1.606 3.545
H -4.403 1.269 1.916
H -4.411 -0.455 4.324
H -5.109 -0.972 2.630
H -1.960 -1.583 3.440
H -2.971 -2.317 2.023
H -2.291 -4.431 5.244
H -1.337 -3.648 3.799
H -1.848 -2.595 5.371
H 0.117 0.177 5.350
H -2.241 0.356 5.051
H -0.198 2.561 5.924
H 3.221 2.519 1.738
H 2.234 0.810 5.376
H -0.377 1.549 -4.674
H 1.059 0.774 -6.623
H 2.639 1.164 -5.671
H 1.724 -0.428 -5.247
H 4.761 3.113 -1.907
H 5.638 0.463 -3.094
H 4.501 0.604 -4.652
H 4.566 -1.853 -3.948
H 4.160 -1.508 -2.139
H 2.834 -1.227 -3.546
C -6.639 6.371 3.642
O -7.619 5.455 4.116
C -7.581 4.210 3.411
C -6.894 3.122 4.241
O -5.498 3.394 4.397
C -5.192 3.918 5.685
H -6.595 7.215 4.336
H -5.648 5.914 3.587
H -6.931 6.747 2.656
H -7.095 4.326 2.435
H -8.621 3.913 3.235
H -6.974 2.170 3.707
H -7.382 3.003 5.216
H -5.268 3.122 6.435
H -5.855 4.744 5.956
H -4.163 4.288 5.670
C 4.625 -4.848 -6.276
O 5.594 -4.224 -5.441
C 5.845 -4.977 -4.249
C 7.165 -5.746 -4.348
O 7.085 -6.790 -5.323
C 7.736 -6.442 -6.540
H 4.619 -4.330 -7.239
H 4.856 -5.902 -6.449
H 3.632 -4.754 -5.825
H 5.011 -5.653 -4.029
H 5.919 -4.256 -3.428
H 7.364 -6.227 -3.384
H 8.001 -5.070 -4.564
H 8.822 -6.462 -6.396
H 7.429 -5.455 -6.896
H 7.468 -7.184 -7.297

5.
19
Properties=species:S:1:pos:R:3 method="wB97M-V/def2-TZVPD" homo_lumo_gap_ev=10.42 lumo_energy_ha=0.01956 smiles="CC(C)NC(=O)O.O" total_energy_ev=-11957.4496 charge=0 homo_ha=-0.363
C -1.681 1.341 0.091
C -1.766 0.027 0.967
C -2.159 -1.045 -0.034
N -0.462 -0.283 1.408
C 0.654 0.132 0.680
O 1.751 0.114 1.647
O 0.971 0.106 -0.478
H -2.619 1.398 -0.288
H -1.021 1.346 -0.799
H -1.441 2.229 0.704
H -2.451 -0.084 1.893
H -1.470 -1.742 -0.447
H -2.653 -0.551 -1.035
H -3.102 -1.706 0.405
H -0.365 -0.549 2.413
H 2.749 0.062 1.240
H 2.390 -0.547 -2.506
H 1.770 0.317 -3.566
O 2.423 -0.335 -3.430

6.
121
Properties=species:S:1:pos:R:3 method="wB97M-V/def2-TZVPD" homo_lumo_gap_ev=9.04 lumo_energy_ha=-0.01937 total_energy_ev=-220916.6116 charge=0 homo_ha=-0.351
C -0.375 4.923 -0.768
C -1.059 4.044 -0.326
C -1.881 2.979 0.253
Br -3.270 4.142 1.117
O -1.182 2.528 1.410
S -0.360 1.189 1.647
O -0.627 0.892 3.020
O 1.021 1.305 1.325
C -1.194 -0.067 0.612
N -1.548 -1.142 1.564
C -0.691 -1.790 2.154
O 0.084 -2.445 2.721
P -0.053 -1.014 -0.585
O 1.394 -0.773 -0.424
C -2.569 0.481 0.051
C -3.247 -0.611 -0.744
C -2.863 -1.882 -0.988
C -3.478 0.679 1.343
C -4.648 -0.269 1.671
C -4.415 -1.084 2.939
O -5.798 0.548 2.014
C -2.428 1.881 -0.771
C -1.473 1.843 -2.059
C -1.897 0.936 -3.227
C 0.074 1.897 -1.850
C 1.013 1.149 -2.810
C 2.451 1.621 -2.506
C -3.834 2.292 -1.357
F -4.304 1.359 -2.226
F -4.847 2.262 -0.434
C -4.053 3.644 -2.148
F -3.971 3.363 -3.473
F -3.185 4.637 -1.950
C -5.492 4.234 -1.995
F -5.750 4.744 -0.813
F -5.552 5.248 -2.861
F -6.404 3.355 -2.369
H -0.022 5.831 -1.200
H -0.576 -0.721 -1.844
H -0.354 -2.371 -0.450
H -4.278 -0.391 -0.996
H -2.973 -2.360 -1.956
H -2.462 -2.507 -0.201
H -2.880 0.731 2.251
H -3.907 1.670 1.386
H -5.013 -0.977 0.926
H -4.066 -0.439 3.744
H -5.387 -1.470 3.241
H -3.744 -1.921 2.766
H -6.246 0.755 1.187
H -1.661 2.833 -2.484
H -2.190 -0.076 -2.967
H -1.096 0.855 -3.957
H -2.707 1.362 -3.808
H 0.412 2.916 -2.005
H 0.422 1.686 -0.838
H 1.023 0.066 -2.747
H 0.823 1.451 -3.840
H 2.592 1.788 -1.440
H 2.648 2.551 -3.040
H 3.173 0.885 -2.851
C 4.620 1.821 2.331
C 5.481 3.077 2.495
C 6.508 3.075 1.355
S 5.741 2.181 -0.006
O 6.489 0.970 -0.245
O 5.448 3.093 -1.086
C 4.236 1.760 0.856
H 3.736 1.846 2.967
H 5.208 0.949 2.600
H 4.850 3.966 2.422
H 5.974 3.101 3.465
H 6.757 4.077 1.016
H 7.414 2.539 1.629
H 3.894 0.779 0.532
H 3.488 2.514 0.608
C 6.607 -3.412 3.575
C 6.922 -3.127 5.051
C 7.791 -1.861 5.101
S 7.349 -0.900 3.644
O 8.491 -0.825 2.772
O 6.635 0.294 4.031
C 6.186 -2.078 2.976
H 5.829 -4.160 3.457
H 7.502 -3.780 3.069
H 5.990 -2.954 5.593
H 7.425 -3.967 5.526
H 7.602 -1.261 5.988
H 8.852 -2.090 5.030
H 6.237 -2.049 1.889
H 5.190 -1.786 3.312
C 6.052 -5.144 -1.784
C 5.210 -4.021 -1.162
C 4.305 -4.661 -0.102
S 5.179 -6.121 0.489
O 4.429 -7.294 0.125
O 5.610 -5.906 1.849
C 6.582 -5.967 -0.613
H 6.864 -4.751 -2.392
H 5.424 -5.769 -2.422
H 5.870 -3.288 -0.693
H 4.621 -3.494 -1.911
H 4.121 -3.999 0.741
H 3.359 -4.995 -0.522
H 6.928 -6.959 -0.892
H 7.365 -5.433 -0.076
C -9.760 1.569 -2.096
C -8.988 1.395 -3.411
C -8.344 0.004 -3.382
S -9.398 -1.017 -2.342
O -8.655 -1.393 -1.165
O -10.063 -2.007 -3.148
C -10.552 0.280 -1.902
H -10.413 2.440 -2.122
H -9.057 1.699 -1.269
H -9.679 1.466 -4.253
H -8.234 2.167 -3.542
H -8.283 -0.446 -4.369
H -7.356 0.027 -2.925
H -10.894 0.125 -0.881
H -11.393 0.220 -2.592

7.
14
Properties=species:S:1:pos:R:3 method="wB97M-V/def2-TZVPD" homo_lumo_gap_ev=9.84 lumo_energy_ha=0.00432 total_energy_ev=-19642.9092 charge=0 homo_ha=-0.357
C -0.994 -0.472 -0.627
C -0.121 0.825 1.475
C -0.529 -0.468 0.793
N -0.388 0.038 -1.627
O 2.268 1.115 -1.168
O 1.760 -1.183 -0.651
S 1.772 -0.165 -1.676
H -1.937 -0.930 -1.002
H 0.441 1.419 0.700
H 0.367 0.567 2.360
H -0.869 1.535 1.784
H -1.266 -0.942 1.570
H 0.294 -1.319 0.636
H -0.800 -0.019 -2.567

8.
14
Properties=species:S:1:pos:R:3 method="wB97M-V/def2-TZVPD" spin_multiplicity=2 homo_lumo_gap_ev="8.51 / 1.93" lumo_energy_ha="-0.15494 / -0.39689" total_energy_ev=-9371.3840 charge=+1 homo_ha="-0.468 / -0.468" s2=0.7544
C 2.400 -1.256 -1.246
O 3.777 -1.634 -0.700
C 1.833 -0.111 -0.513
H 1.767 -2.119 -0.975
H 2.437 -1.304 -2.339
H 4.061 -0.692 -0.556
H 2.190 0.883 -0.767
H 1.904 -0.189 0.585
H 0.735 -0.185 -0.508
O -5.380 1.978 1.255
C -4.328 1.585 1.675
O -3.440 0.892 0.970
H -4.047 1.935 2.668
H -3.911 0.217 0.450

9.
18
Properties=species:S:1:pos:R:3 method="wB97M-V/def2-TZVPD" homo_lumo_gap_ev=7.99 lumo_energy_ha=0.11007 total_energy_ev=-75338.3515 charge=-1 homo_ha=-0.184
O -1.730 1.255 0.723
Ga -3.609 0.899 0.806
Cl -4.767 2.865 0.802
H -1.621 2.173 0.929
H -3.941 0.037 -0.515
H -3.863 0.119 2.180
O 0.081 -2.382 -1.557
C 0.850 -1.649 -1.013
O 2.131 -2.020 -0.730
C 2.782 -0.978 0.011
C 2.005 0.287 -0.308
C 0.593 -0.247 -0.515
H 2.741 -1.232 1.074
H 3.825 -0.924 -0.297
H 2.081 1.044 0.470
H 2.378 0.722 -1.239
H 0.033 -0.295 0.419
H 0.031 0.327 -1.241

Repeat the ninth record exactly.
18
Properties=species:S:1:pos:R:3 method="wB97M-V/def2-TZVPD" homo_lumo_gap_ev=7.99 lumo_energy_ha=0.11007 total_energy_ev=-75338.3515 charge=-1 homo_ha=-0.184
O -1.730 1.255 0.723
Ga -3.609 0.899 0.806
Cl -4.767 2.865 0.802
H -1.621 2.173 0.929
H -3.941 0.037 -0.515
H -3.863 0.119 2.180
O 0.081 -2.382 -1.557
C 0.850 -1.649 -1.013
O 2.131 -2.020 -0.730
C 2.782 -0.978 0.011
C 2.005 0.287 -0.308
C 0.593 -0.247 -0.515
H 2.741 -1.232 1.074
H 3.825 -0.924 -0.297
H 2.081 1.044 0.470
H 2.378 0.722 -1.239
H 0.033 -0.295 0.419
H 0.031 0.327 -1.241